[1]
The following is a DFT calculation (wB97M-V/def2-TZVPD) of a structure of composition C21H32BF9N4O3P2RbS.

The value obtained for the LUMO energy is 0.0720 Eh. The calculation puts the energy above the lowest of the compared OMol25 structures with the same formula, charge and spin at 0.000 eV.

Structure (ORCA input):
```
! wB97M-V def2-TZVPD RIJCOSX def2/J DEFGRID3
* xyz -1 1
Rb 0.5845 1.8822 0.9651
S 2.8264 0.7849 3.3548
P -0.5954 0.2039 -2.4563
P -0.9107 -1.6566 -0.2388
F -0.3515 4.9887 -2.1237
F 5.1980 -0.7185 4.5028
F 2.8743 0.0250 0.4419
F -1.2177 3.5054 -0.5999
F 0.7273 4.5995 -0.1156
F 6.9132 -2.2966 3.2150
F -1.2601 5.7677 -0.1563
F 6.6597 -2.7538 0.5384
F 4.6146 -1.5594 -0.8257
O -1.1531 -1.1642 -1.7585
O -1.0217 -0.5767 0.7550
O 0.5339 0.7719 -1.7035
N -2.0011 1.0291 -2.6624
N 0.4976 -2.4920 -0.3323
N -2.0777 -2.8025 0.0069
N -0.1485 -0.2329 -3.9748
C 1.0745 -2.8635 0.9620
C -0.3936 2.8438 4.1330
C 5.0107 -0.8943 3.1867
C -2.9863 1.1335 -1.5863
C 1.2440 -0.2163 -4.3851
C -0.5416 0.4449 4.9045
C 5.7872 -1.9543 1.1780
C 3.9425 -0.2510 2.5407
C -3.3508 -2.3882 0.5779
C -1.8538 3.7227 2.4255
C -2.4719 2.4831 2.3409
C -1.0128 1.5972 4.0602
C 3.8674 -0.5263 1.1701
C -1.0650 -0.8986 -4.8775
C 5.9083 -1.7177 2.5364
C 1.4638 -2.3377 -1.4145
C -1.9442 2.2371 -3.4937
C 4.7516 -1.3464 0.4968
C -2.0555 1.4352 3.1518
C -0.8115 3.8955 3.3270
C -2.1778 -3.9200 -0.9146
B -0.5206 4.7461 -0.7574
H -2.9355 2.4074 -3.9212
H -1.6443 3.1119 -2.9151
H -1.2903 -0.3476 4.9351
H -2.1424 4.5310 1.7679
H -2.8145 2.0286 -0.9877
H 0.4379 2.9797 4.8156
H 0.3861 0.0324 4.5002
H 1.6841 -2.0629 1.3869
H -0.8143 -1.9599 -4.9882
H -3.9833 1.1840 -2.0330
H 1.6346 -1.2323 -4.5127
H -1.2378 2.0943 -4.3099
H -3.2648 2.3251 1.6200
H 0.9494 -2.3283 -2.3744
H 0.2773 -3.0940 1.6683
H 1.8353 0.2984 -3.6327
H 2.1327 -3.2005 -1.3978
H 1.6923 -3.7541 0.8329
H -0.3060 4.8515 3.3811
H -3.1885 -1.5580 1.2604
H -3.7854 -3.2246 1.1302
H -2.7903 -3.6735 -1.7911
H 1.3452 0.3105 -5.3385
H -1.0260 -0.4343 -5.8677
H 2.0597 -1.4297 -1.3198
H -2.0825 -0.8159 -4.5014
H -2.5251 0.4630 3.0583
H -0.3355 0.7655 5.9270
H -2.6341 -4.7725 -0.4064
H -4.0655 -2.0817 -0.1965
H -1.1844 -4.2104 -1.2513
H -2.9407 0.2668 -0.9328
*
```

Let us look at the Löwdin charges, expressed in e, one per atom:
1. Rb 0.8824
2. S 0.5106
3. P 0.4682
4. P 0.4443
5. F 0.1072
6. F 0.0613
7. F -0.0076
8. F 0.0065
9. F 0.0440
10. F 0.0949
11. F 0.1082
12. F 0.0895
13. F 0.0903
14. O -0.2645
15. O -0.3170
16. O -0.3243
17. N -0.2800
18. N -0.2762
19. N -0.2937
20. N -0.3072
21. C -0.0688
22. C -0.0776
23. C -0.2532
24. C -0.0744
25. C -0.0962
26. C -0.0556
27. C -0.1589
28. C -0.6319
29. C -0.1016
30. C -0.1113
31. C -0.1045
32. C -0.3023
33. C -0.2717
34. C -0.1054
35. C -0.1558
36. C -0.0863
37. C -0.0703
38. C -0.1557
39. C -0.0832
40. C -0.0972
41. C -0.1094
42. B -1.2774
43. H 0.0865
44. H 0.0725
45. H 0.0731
46. H 0.1018
47. H 0.0739
48. H 0.1162
49. H 0.0254
50. H 0.0781
51. H 0.0827
52. H 0.0877
53. H 0.0801
54. H 0.0809
55. H 0.1047
56. H 0.0668
57. H 0.0841
58. H 0.0792
59. H 0.0906
60. H 0.0881
61. H 0.1130
62. H 0.0686
63. H 0.0823
64. H 0.0830
65. H 0.0842
66. H 0.0831
67. H 0.0680
68. H 0.0770
69. H 0.1015
70. H 0.0799
71. H 0.0815
72. H 0.0850
73. H 0.0760
74. H 0.0563

[2]
The following is a DFT calculation (wB97M-V/def2-TZVPD) of a cluster of 2 separate species, C2H4ClNO in total.

The value obtained for the LUMO energy is 0.0290 Eh. The calculation puts the energy above the lowest of the compared OMol25 structures with the same formula, charge and spin at 4.169 eV.

Structure (ORCA input):
```
! wB97M-V def2-TZVPD RIJCOSX def2/J DEFGRID3
* xyz 0 1
Cl -2.7017 1.3267 -0.0202
O 1.5841 -0.9136 0.0056
N -0.4626 0.5015 -1.1104
C 1.1883 -1.0097 1.2876
C -1.1127 0.8223 -0.1442
H 0.8195 -0.4650 -0.4729
H 2.0807 -1.1337 1.8075
H -0.7957 0.3829 -2.0862
H -0.5999 0.4886 0.7332
*
```

Let us look at the Löwdin charges, expressed in e, one per atom:
1. Cl 0.6962
2. O -0.0902
3. N 0.0408
4. C 0.0300
5. C -0.7836
6. H 0.0090
7. H -0.0325
8. H 0.1080
9. H 0.0224

[3]
The following is a DFT calculation (wB97M-V/def2-TZVPD) of a cluster of 7 separate species, C36H71Br2FNO6 in total.

The value obtained for the LUMO energy is -0.1555 Eh. The calculation puts the energy above the lowest of the compared OMol25 structures with the same formula, charge and spin at 0.000 eV.

Structure (ORCA input):
```
! wB97M-V def2-TZVPD RIJCOSX def2/J DEFGRID3
* xyz 1 1
Br 2.4736 0.5847 1.7999
Br 0.1427 -0.5089 3.2486
F 0.9998 -4.0651 -4.1798
O -3.6299 1.8240 -3.6837
O -2.2581 -2.8649 6.3332
O -2.6995 1.6489 0.3292
O 3.5429 -6.7159 3.2258
O -4.6050 6.1675 0.2326
O 2.1587 2.7349 -5.0849
N 1.9514 -0.9986 -0.5402
C -2.7305 3.1087 -5.4573
C -5.4640 7.0812 0.9274
C -0.7075 -1.4797 7.4635
C 0.9845 -1.7485 -1.4292
C 3.4950 3.2038 -4.8563
C 3.4018 -7.5317 4.3994
C 3.6786 -3.7285 1.7462
C -4.1215 8.3519 -0.5440
C 1.4318 -2.1074 -2.8497
C -1.2898 -1.8400 6.1045
C -2.6787 2.5523 1.4436
C 1.9365 0.8107 -2.3176
C 1.1807 -0.2612 0.5516
C -4.0476 1.5354 -0.1554
C -2.1222 -3.3609 7.6701
C -3.6491 6.9062 -0.5364
C 4.0933 -8.9466 2.6398
C 2.5682 0.1510 -1.2852
C -4.9437 2.1817 0.8917
C 2.9911 -2.0132 -0.0792
C -3.8956 2.2273 -5.0326
C 3.2676 -8.9679 3.9188
C -2.2800 2.1474 -3.3467
C 3.7865 -7.5616 2.0939
C 1.7540 3.0904 -6.4159
C -4.0253 3.2542 1.4734
C 2.5908 -2.7949 1.1922
C -4.8260 8.4562 0.8028
C 4.0467 3.6235 -6.2098
C 4.4601 -1.5788 0.0313
C 1.6776 -3.6177 -3.0715
C -0.0787 -0.8288 1.3072
C 2.7861 4.0797 -6.9331
C -1.5824 2.5178 -4.6481
C -0.8108 -2.8063 8.2061
C -0.6123 -2.2597 1.2392
H 1.7828 -3.4653 0.8907
H 4.6070 -7.1504 1.5033
H 4.2972 -7.4004 5.0147
H 4.1339 -4.2356 0.8905
H 4.8332 -0.8980 -0.7285
H 2.2729 0.7268 -3.3491
H -2.9747 -3.0020 8.2555
H 2.5362 -7.1956 4.9708
H -3.3066 9.0629 -0.6707
H -4.8392 8.5080 -1.3526
H 2.2017 -2.1882 2.0109
H 5.0980 -2.4532 -0.0614
H 3.4446 4.0525 -4.1663
H 2.8816 -7.5709 1.4752
H 4.0835 2.4116 -4.3888
H -4.1081 2.0617 -1.1114
H -1.3325 -0.7291 7.9526
H 3.8426 -9.7423 1.9403
H -2.9095 4.1417 -5.1497
H 4.4551 -3.2372 2.3231
H -0.9374 -0.1936 1.1043
H 3.4593 0.6214 -0.8931
H -4.2874 0.4845 -0.3234
H 2.7400 -3.7570 -3.2934
H 0.0115 -1.2640 -1.4077
H -0.0655 -2.9851 1.8312
H 0.7461 3.5058 -6.3896
H -2.6721 6.8109 -0.0487
H 0.8264 -2.6955 -0.9205
H 0.6156 -1.8581 -3.5301
H -4.8546 2.7434 -5.0746
H 1.4645 -4.2212 -2.1843
H -1.5980 -2.2294 1.7040
H 3.6127 -9.6938 4.6527
H 4.8135 4.3923 -6.1341
H 2.3079 -1.5941 -3.2269
H 2.5242 5.0931 -6.6208
H -1.2034 1.6184 -5.1412
H -2.5619 3.0987 -6.5331
H 0.8133 0.6438 0.0797
H 1.0745 1.4651 -2.1549
H -1.8162 1.2946 -2.8454
H -0.5211 -2.2442 5.4379
H 5.1554 -9.0273 2.8818
H -2.5145 1.9600 2.3521
H -5.5738 6.7585 1.9635
H 1.7386 2.1789 -7.0221
H 0.3075 -1.0883 7.4006
H -6.4481 7.0545 0.4490
H 4.4783 2.7611 -6.7233
H -4.3105 3.5852 2.4711
H -5.5513 9.2660 0.8585
H -0.8123 -2.6311 0.2365
H -3.5800 6.4783 -1.5377
H -2.2968 2.9923 -2.6490
H -4.0903 8.6024 1.5972
H 0.0178 -3.4588 7.9194
H 2.8740 4.0702 -8.0179
H -5.2023 1.4521 1.6640
H -5.8681 2.5762 0.4736
H -0.8042 -2.7058 9.2901
H 3.1759 -4.5200 2.3128
H -0.7469 3.2024 -4.5023
H -4.0107 4.1269 0.8165
H -2.1464 -4.4509 7.6566
H -3.9584 1.3266 -5.6520
H 2.2236 -9.1898 3.6850
H -1.8457 3.2488 1.3288
H 3.0318 -2.8120 -0.8204
H 4.6902 -1.1508 1.0043
H -1.7665 -0.9916 5.6111
*
```

Löwdin atomic charge list, values in e, 99 entries:
1. Br 0.7942
2. Br 0.7430
3. F -0.0241
4. O -0.1481
5. O -0.1404
6. O -0.1774
7. O -0.1698
8. O -0.1740
9. O -0.1765
10. N -0.1641
11. C -0.1654
12. C -0.1949
13. C -0.1686
14. C -0.1098
15. C -0.2110
16. C -0.1961
17. C -0.0631
18. C -0.1697
19. C -0.1154
20. C -0.2570
21. C -0.2055
22. C 0.0878
23. C -0.5514
24. C -0.1925
25. C -0.2009
26. C -0.2046
27. C -0.1690
28. C -0.1381
29. C -0.1524
30. C -0.2809
31. C -0.1936
32. C -0.1681
33. C -0.2184
34. C -0.2134
35. C -0.2010
36. C -0.1588
37. C -0.2110
38. C -0.1683
39. C -0.1662
40. C -0.0624
41. C -0.2058
42. C -0.6378
43. C -0.1630
44. C -0.1799
45. C -0.1702
46. C -0.1535
47. H 0.0989
48. H 0.1135
49. H 0.1192
50. H 0.0817
51. H 0.0752
52. H 0.0803
53. H 0.1188
54. H 0.1172
55. H 0.1132
56. H 0.1157
57. H 0.0644
58. H 0.0884
59. H 0.1196
60. H 0.1164
61. H 0.1077
62. H 0.1025
63. H 0.1164
64. H 0.1150
65. H 0.1163
66. H 0.0875
67. H 0.0680
68. H 0.1057
69. H 0.1191
70. H 0.1208
71. H 0.1401
72. H 0.0643
73. H 0.1057
74. H 0.1173
75. H 0.0961
76. H 0.1312
77. H 0.1199
78. H 0.1182
79. H 0.0869
80. H 0.1155
81. H 0.1160
82. H 0.1044
83. H 0.1177
84. H 0.1161
85. H 0.1135
86. H 0.0857
87. H 0.0928
88. H 0.1067
89. H 0.0687
90. H 0.1168
91. H 0.1093
92. H 0.1181
93. H 0.1209
94. H 0.1110
95. H 0.1197
96. H 0.1162
97. H 0.1193
98. H 0.1144
99. H 0.0727

[4]
The following is a DFT calculation (wB97M-V/def2-TZVPD) of a structure of composition C16H13BrF2INO6.

The value obtained for the LUMO energy is -0.0419 Eh.

Structure (ORCA input):
```
! wB97M-V def2-TZVPD RIJCOSX def2/J DEFGRID3
* xyz 0 1
I 1.7669 1.9661 1.9189
Br 3.1794 -0.3362 3.9046
F -0.3209 -0.6898 2.2933
F -3.6006 -3.3727 -3.2021
O 5.9191 2.5231 -0.2704
O 4.4146 4.1648 -0.4450
O 5.5602 1.1491 2.2808
O 4.1674 2.2558 3.6869
O 2.3006 1.9774 4.8520
O 2.1701 4.0378 5.5487
N 1.7161 3.3586 4.7489
C 0.9154 -3.4436 0.3121
C -1.0023 -1.4368 0.1755
C -0.1790 -1.5657 1.2760
C 5.0210 3.4483 1.7774
C -0.8531 -2.3314 -0.8742
C 2.9598 1.5822 3.7214
C 4.9704 2.1438 2.5334
C 5.1733 3.2786 0.2691
C 0.7803 -2.5526 1.3672
C -3.8653 -1.1340 -3.8625
C -4.4005 -2.2953 -3.3429
C -6.5359 -1.2776 -3.1015
C -5.7223 -2.3920 -2.9589
C -6.0250 -0.0972 -3.6233
C 0.1031 -3.3352 -0.8079
C -4.6920 -0.0286 -4.0034
H 0.2132 -4.0319 -1.6278
H -1.7447 -0.6502 0.1485
H -4.2915 0.8887 -4.4136
H -6.6645 0.7679 -3.7341
H -6.0991 -3.3232 -2.5585
H 1.4054 -2.6167 2.2470
H 4.1115 4.0128 1.9922
H 1.6599 -4.2263 0.3683
H -1.4889 -2.2458 -1.7455
H -7.5738 -1.3333 -2.8018
H -2.8229 -1.1032 -4.1502
H 5.8469 4.0591 2.1615
H 3.5274 4.2053 -0.0603
*
```

Let us look at the Löwdin charges, expressed in e, one per atom:
1. I 0.9698
2. Br 0.7840
3. F -0.0046
4. F 0.0501
5. O 0.1641
6. O 0.0857
7. O 0.1764
8. O -0.0947
9. O -0.2144
10. O 0.1514
11. N 0.0218
12. C -0.0788
13. C -0.0144
14. C -0.3031
15. C -0.0235
16. C -0.0771
17. C -1.2914
18. C -0.4875
19. C -0.5047
20. C -0.0204
21. C -0.0232
22. C -0.2912
23. C -0.0831
24. C -0.0165
25. C -0.0972
26. C -0.0909
27. C -0.0843
28. H 0.1024
29. H 0.1174
30. H 0.1046
31. H 0.1007
32. H 0.1181
33. H 0.0979
34. H 0.0944
35. H 0.1055
36. H 0.0898
37. H 0.1049
38. H 0.1160
39. H 0.1559
40. H 0.0901